No. 1
This record from the Open Molecules 2025 dataset describes a 3-piece molecular cluster, C5H11NO overall. The level of theory is ωB97M-V/def2-TZVPD.

XYZ file:
```
18
Properties=species:S:1:pos:R:3:forces:R:3
O 0.05364 -1.11973 1.48331 -5.8 7.7 1.0
N 0.29597 0.48273 -1.21802 -1.2 0.8 1.0
C 0.87985 0.80905 0.00319 2.6 -0.3 -0.5
C -0.59815 -0.03632 1.49455 4.2 -8.8 0.7
C -1.45299 -1.61467 -1.38251 1.1 2.2 -0.6
C -0.02297 -0.93826 -1.55174 -1.4 1.6 -3.7
C 1.22783 1.99038 0.59207 -1.3 -0.7 -1.4
H 0.36932 -1.09495 -2.61618 -0.8 0.3 1.2
H 1.27951 -0.11826 0.39806 0.7 0.9 -0.1
H 0.86547 2.93308 0.16616 0.2 -0.2 0.4
H 1.79791 2.00130 1.50575 0.0 -0.1 0.0
H -0.33775 1.25403 -1.47941 0.2 -1.2 -0.6
H 0.46586 -1.64085 -1.00490 2.6 -1.1 1.9
H -1.40407 -1.87205 -0.32482 -1.0 -0.7 -0.4
H -1.46310 -2.39807 -2.15205 -0.2 -0.2 0.8
H -1.25711 2.85776 4.30704 -1.1 -1.0 -0.5
H -0.76033 3.29872 4.53575 1.1 1.0 0.5
H -2.25813 -0.90308 -1.60901 0.0 -0.3 0.2
```
Positions in Å, forces in eV/Å.

Results
Relative energy (zero: lowest compared OMol25 entry of this formula, charge and spin), kcal/mol: 123.07
Kohn-Sham gap, eV: 8.57

***

No. 2
This record from the Open Molecules 2025 dataset describes C28H27IrN4O3P as an isolated structure. The level of theory is ωB97M-V/def2-TZVPD.

XYZ file:
```
64
Properties=species:S:1:pos:R:3:forces:R:3
Ir 0.24983 1.31244 -0.93910 -1.3 -2.1 1.5
P 1.25078 -0.63388 -0.12505 0.0 -0.1 -0.6
O 1.67166 2.43153 1.60113 -0.1 0.1 0.3
O 0.01469 0.93102 -3.70832 0.4 -0.2 -0.5
O -1.75769 2.90677 -2.25271 -0.2 0.2 -0.1
N -0.91599 2.93658 -1.35494 0.3 0.1 -0.3
N -5.50241 -1.15393 0.73950 0.1 0.0 0.0
N 0.87693 2.65616 0.47857 0.3 0.7 -0.1
N -1.76433 0.43568 -0.38668 1.7 0.1 -1.1
C 1.09922 -1.71510 -4.01027 -0.1 0.1 0.1
C 2.90471 -2.05832 1.62304 0.0 0.1 0.0
C 1.77093 -2.92300 -4.06637 0.0 -0.1 0.0
C -0.25907 -1.15381 2.08733 0.2 -0.2 -0.2
C -4.30148 -0.64859 0.41282 0.0 0.1 -0.1
C 0.97552 -1.04606 -2.79154 0.5 -0.5 -0.4
C 4.11929 -2.33301 2.23204 0.0 0.0 0.0
C 2.32953 -3.46887 -2.91647 0.0 0.0 0.1
C -2.45830 -2.46894 0.70941 0.0 0.0 0.1
C 2.18917 -2.81956 -1.69800 0.0 -0.1 0.0
C 3.84496 -0.05329 0.67621 -0.1 0.0 0.0
C -2.04195 -0.91995 -0.80567 -0.1 -0.2 -0.2
C -1.33884 5.32320 -0.90619 -0.1 -0.2 0.3
C -1.49189 -1.50539 2.78602 -0.2 0.0 0.1
C -2.63786 1.09895 0.28075 0.0 0.2 0.0
C 5.19180 -1.46566 2.07336 0.0 0.0 0.0
C 1.49631 -1.61859 -1.63243 0.0 0.1 0.0
C 2.76234 -0.91528 0.83598 0.0 0.2 0.0
C 5.05247 -0.32145 1.30236 0.1 0.0 0.0
C -1.19129 -1.98666 -0.04777 0.0 0.0 0.0
C 0.26346 3.82257 0.45248 0.4 -0.3 0.0
C -3.92167 0.63020 0.68254 -0.1 -0.1 0.0
C -3.33252 -1.58017 -0.24155 0.0 0.1 0.1
C 0.39377 0.31908 -2.75482 -1.4 1.0 1.3
C -0.67345 4.01527 -0.60100 -0.3 0.5 -0.2
C 0.51782 4.85574 1.49225 0.0 0.1 0.0
C -2.50789 -2.09414 2.16024 0.0 0.0 0.0
C -0.08831 -1.41388 0.78639 0.0 0.1 0.2
H 0.68439 -1.26324 -4.90170 0.0 0.0 0.0
H -3.41802 -2.33957 2.69575 0.0 0.0 0.1
H 1.88639 -3.43035 -5.01490 0.0 0.0 0.0
H -4.58933 1.31505 1.18579 0.0 0.0 0.0
H 2.88969 -4.39275 -2.97218 0.0 0.0 0.0
H 5.88643 0.35737 1.18423 0.0 0.0 0.0
H -1.56512 -1.25395 3.83614 0.0 0.0 0.0
H 1.53631 4.77580 1.86213 0.0 0.0 0.0
H -5.75966 -2.09014 0.48460 0.0 0.0 0.0
H 2.06429 -2.72478 1.76136 0.0 0.0 0.0
H -2.37127 2.11935 0.54276 0.0 0.0 0.0
H -2.00804 5.18874 -1.75123 0.0 0.0 0.0
H 2.63993 -3.23280 -0.80492 0.0 0.0 0.0
H -3.84312 -2.17919 -0.99671 0.0 0.0 0.0
H -0.79869 -2.73524 -0.73728 -0.1 0.0 0.0
H -0.15095 4.70005 2.34197 0.0 0.0 0.0
H 2.47932 2.01488 1.27673 0.0 -0.1 -0.1
H -6.20272 -0.57003 1.16320 0.0 0.0 0.0
H 0.52974 -0.66746 2.65108 0.0 0.0 0.0
H -2.66524 -3.53645 0.61365 0.0 0.0 -0.1
H -1.92095 5.67853 -0.05377 0.0 0.1 -0.1
H 0.34069 5.85316 1.09856 -0.1 0.0 0.0
H -0.60005 6.08557 -1.15743 0.0 0.0 0.0
H 4.22692 -3.22964 2.82777 0.0 0.0 0.0
H 6.13741 -1.68657 2.54984 0.0 0.0 0.0
H -1.95242 -0.95238 -1.89247 0.0 0.0 0.0
H 3.75378 0.81837 0.03348 0.0 0.0 0.0
```
Positions in Å, forces in eV/Å.

Results
Charge: +1
Kohn-Sham gap (alpha / beta), eV: 6.25 / 6.50

***

No. 3
This record from the Open Molecules 2025 dataset describes a 8-piece molecular cluster, C16H49N8O8 overall. The level of theory is ωB97M-V/def2-TZVPD.

XYZ file:
```
81
Properties=species:S:1:pos:R:3:forces:R:3
O 20.23696 6.43374 25.43554 1.4 -0.9 0.1
O 23.94133 16.74247 27.23718 0.1 -1.0 -0.5
O 19.08869 22.83544 21.89374 -0.6 0.2 0.5
O 25.51097 18.60283 21.45006 -1.3 1.1 -0.6
O 17.61730 12.72518 30.94009 1.4 0.1 0.2
O 12.79784 10.54418 21.34099 -2.8 -1.5 -1.1
O 17.09830 17.16706 16.71995 0.5 -0.7 1.9
O 20.18563 14.77781 23.04382 -0.9 0.7 0.6
N 23.77308 17.93480 29.11150 0.3 -0.3 1.5
N 23.40476 19.40432 21.63443 -3.8 -1.5 1.6
N 14.62652 13.18490 32.04402 2.0 -0.4 -0.7
N 21.09177 24.74484 20.68329 1.1 -1.2 -1.1
N 17.87597 15.27238 17.67583 0.3 -0.9 0.3
N 24.89323 20.63299 20.70823 1.7 2.7 -1.9
N 22.69298 18.55896 27.34175 -4.3 3.8 -3.0
N 18.05241 17.23930 18.80364 0.2 0.0 0.3
C 14.08184 10.89599 21.66839 0.7 -0.4 -0.1
C 14.97146 9.85613 20.93675 0.1 1.2 -0.4
C 23.44190 17.66481 27.84359 3.6 -3.0 1.1
C 20.00362 26.53968 21.54485 -2.4 0.9 1.9
C 18.60972 8.07919 25.53453 -0.3 1.3 -0.2
C 24.63526 19.48150 21.24791 3.1 -3.3 1.4
C 17.64148 16.59980 17.70593 -1.3 1.1 -3.2
C 15.24863 12.20053 31.05210 -1.5 1.5 1.1
C 19.07383 22.53898 23.28873 -0.3 1.1 -0.9
C 18.89418 24.20869 21.61891 0.8 -0.2 -0.7
C 14.09734 11.86252 30.19036 -0.2 -1.0 -2.4
C 16.39612 12.84289 30.24453 0.2 -0.1 0.0
C 18.92122 14.52775 23.61059 2.5 -0.4 -1.9
C 20.16998 25.04856 21.73122 0.7 0.7 0.0
C 18.79251 13.33827 30.36522 -0.3 0.0 -0.9
C 19.05764 6.81997 24.79757 -0.7 1.2 1.5
H 16.21678 13.89145 30.00694 -0.5 0.3 0.3
H 18.81121 8.03039 26.60463 0.0 -0.4 0.0
H 13.76288 12.81604 32.41574 0.1 -0.3 0.1
H 22.75406 20.16685 21.51098 0.0 -0.5 0.1
H 20.91512 7.05297 25.15582 0.2 0.0 0.2
H 18.08157 24.71763 22.13731 -0.3 -0.4 0.5
H 25.88664 20.71015 20.54305 -0.3 1.0 -0.1
H 21.74597 25.49922 20.83501 0.9 -0.4 -0.7
H 20.61764 25.00374 19.82990 0.1 -0.2 -0.6
H 19.02550 21.45320 23.37158 0.6 0.2 0.4
H 19.30884 26.72157 20.72491 0.4 0.2 -0.4
H 19.89802 23.12795 23.69116 0.4 -0.9 0.7
H 15.49074 11.27934 31.58210 0.9 0.1 -0.1
H 19.29234 7.08142 23.76575 -0.7 -0.6 -0.3
H 13.66779 12.72971 29.68882 -0.2 0.1 0.3
H 19.49363 26.96748 22.40800 -0.3 0.2 0.3
H 14.94177 9.99982 19.85668 -0.3 0.4 -0.1
H 19.17708 8.92855 25.15402 0.3 0.1 0.1
H 18.33727 6.03691 25.03421 0.0 -0.2 -0.9
H 14.24313 11.93149 21.36871 0.7 0.0 0.1
H 17.39118 14.71725 16.98524 0.4 0.2 0.2
H 19.70978 13.05002 30.87869 -0.5 0.1 0.7
H 18.48136 14.86446 18.37383 -0.4 -0.3 -0.2
H 18.18259 22.97924 23.73589 -0.4 -0.2 0.1
H 17.84839 18.22772 18.84234 0.4 -0.4 0.4
H 17.58280 8.43109 25.43605 -0.3 -0.5 -0.3
H 20.80392 24.88765 22.60318 -0.8 -0.3 0.8
H 22.05089 19.02455 27.96707 0.0 0.0 -0.4
H 16.02224 10.01480 21.17923 0.0 -0.4 0.4
H 18.55377 16.67385 19.47373 -0.1 0.9 0.5
H 24.21315 21.36703 20.84524 0.9 0.3 -0.4
H 12.08049 11.18208 21.33211 0.7 0.5 0.3
H 23.44255 18.81352 29.48394 0.6 -0.6 0.7
H 14.61392 8.83089 21.03242 0.2 0.1 0.7
H 22.31125 18.30018 26.44320 -0.1 0.2 -0.1
H 18.72842 14.41457 30.20536 -0.3 0.4 1.0
H 18.37437 13.98810 22.83740 -1.0 -0.6 -0.1
H 20.91489 27.13622 21.50237 0.1 -0.4 -0.5
H 19.05935 13.08250 29.33980 -0.7 -1.0 -0.4
H 16.46045 12.37034 29.26440 0.1 -0.5 -0.1
H 15.32687 13.20418 32.77152 -0.3 0.5 0.7
H 24.29923 17.18099 29.52986 -0.1 0.8 0.6
H 13.33032 11.22978 30.63693 -0.1 0.4 0.4
H 14.14806 10.78259 22.75046 0.7 0.3 0.2
H 18.61140 24.14371 20.56824 0.0 0.6 -0.2
H 18.28893 15.38275 23.84995 -0.2 0.6 0.5
H 14.46600 11.24683 29.36993 0.0 -0.2 -0.3
H 23.12814 18.55777 22.11079 -0.3 0.2 -0.1
H 19.05185 13.84524 24.45036 -0.5 -0.1 0.8
```
Positions in Å, forces in eV/Å.

Results
Charge: -1
Relative energy (zero: lowest compared OMol25 entry of this formula, charge and spin), kcal/mol: 5.59
Kohn-Sham gap, eV: 3.98

***

No. 4
This record from the Open Molecules 2025 dataset describes a 4-piece molecular cluster, C9H15N3O overall. The level of theory is ωB97M-V/def2-TZVPD.

XYZ file:
```
28
Properties=species:S:1:pos:R:3:forces:R:3
O -3.99416 1.34813 2.24590 0.1 0.1 -0.3
N 3.14105 -0.96451 -1.12246 0.3 -0.1 0.0
N -4.62387 -3.27459 0.63012 0.0 0.0 0.0
N 7.27031 2.81170 -0.92086 0.0 -0.1 0.1
C -3.43559 -1.84148 -1.18948 -0.1 0.2 -0.2
C 2.07791 -0.55809 -1.00341 -0.3 0.6 0.1
C 6.26505 0.41801 -0.78787 -0.3 -0.5 -0.1
C -4.11622 -2.63331 -0.17438 -0.1 0.0 0.0
C -2.15415 1.97857 0.85897 -0.6 0.6 0.1
C 6.82863 1.75440 -0.84727 0.0 0.2 -0.2
C -2.92754 1.05582 1.76281 0.4 -0.4 0.5
C 0.72011 -0.03428 -0.86850 -0.4 -0.7 -0.3
C -2.26178 -0.26515 2.10628 -0.4 -0.5 -0.1
H -1.29169 -0.42940 1.64032 0.1 0.2 0.0
H -2.18747 -0.36959 3.18857 0.1 0.2 0.0
H 7.04261 -0.34103 -0.71636 0.1 0.1 0.1
H -2.04350 1.53509 -0.13227 0.1 0.0 0.0
H -4.02577 -0.98565 -1.51697 -0.2 -0.1 0.2
H 5.58082 0.30905 0.05179 0.1 0.1 0.1
H 0.42822 0.58139 -1.71709 0.3 0.1 0.0
H -3.26392 -2.45804 -2.07036 0.2 0.0 0.1
H 5.67829 0.17292 -1.67282 0.1 0.3 -0.1
H -2.50349 -1.45334 -0.78240 0.1 -0.2 -0.1
H 0.55274 0.51133 0.05408 0.2 0.0 0.1
H -1.17896 2.21965 1.28095 0.1 -0.2 0.0
H 0.06113 -0.90705 -0.89274 -0.1 0.1 0.2
H -2.91705 -1.08962 1.80416 0.0 0.1 0.0
H -2.72171 2.90908 0.79128 0.1 -0.1 -0.2
```
Positions in Å, forces in eV/Å.

Results
SMILES: CC(C)=O.CC#N.CC#N.CC#N
Relative energy (zero: lowest compared OMol25 entry of this formula, charge and spin), kcal/mol: 7.09
Kohn-Sham gap, eV: 10.12

***

No. 5
This record from the Open Molecules 2025 dataset describes a 3-piece molecular cluster, C26H48Br2N2O6 overall. The level of theory is ωB97M-V/def2-TZVPD.

XYZ file:
```
84
Properties=species:S:1:pos:R:3:forces:R:3
Br -2.43631 2.63245 -0.53458 -0.3 0.4 0.9
Br -3.57571 1.18444 3.57525 0.8 0.5 -0.1
O -0.77701 4.81178 1.25204 0.8 -1.7 2.6
O -4.09845 0.32634 -6.99146 -0.5 0.0 0.0
O 2.12124 -5.50627 0.28500 0.3 0.0 -0.4
O 3.10421 -2.00512 3.00462 0.0 -0.5 0.1
O -2.95207 -2.13506 -3.35298 0.2 0.4 -0.1
O -0.48215 5.08554 6.13712 0.7 -1.9 -2.6
N 4.59513 -4.27342 1.44160 0.0 -0.1 0.2
N -4.88208 0.21612 -4.10115 0.2 0.2 0.0
C -0.25181 4.42066 5.11759 0.2 0.1 0.9
C 3.76091 1.30204 2.75400 0.2 -0.1 -0.9
C 4.87641 2.92226 0.95555 -1.0 -0.5 0.9
C 3.99321 -2.96624 3.56258 0.4 0.2 0.1
C 2.20346 2.83593 1.21197 0.0 0.0 0.6
C 1.13455 4.45604 4.32049 -1.8 -0.5 -2.8
C -4.80322 2.34107 1.08031 0.5 0.9 -1.2
C 2.21923 -4.85514 -0.97258 -0.2 0.0 0.2
C -5.19173 -0.44867 -7.45884 0.3 0.0 0.0
C 3.58303 2.04135 1.31988 0.0 -0.5 -0.1
C -2.43920 2.27777 2.37613 1.1 0.8 -1.4
C 1.98788 -2.55522 2.32117 0.0 0.3 0.0
C -4.37273 -0.18038 -2.78686 -0.1 -0.3 -0.2
C -1.45261 3.26582 3.11998 0.3 0.5 2.4
C -4.49977 1.44896 -6.20496 0.5 0.1 0.2
C -3.33892 3.00265 1.23059 -1.1 -0.8 0.7
C 3.99592 -5.55023 1.82919 -0.1 0.2 -0.5
C -1.34049 3.40449 4.51975 0.5 0.3 -2.6
C -0.45629 4.20253 2.28008 0.0 0.4 -0.5
C -4.08452 1.25795 -4.74764 -0.4 -0.3 -0.3
C 1.00949 4.33660 2.91333 0.7 0.3 2.3
C 5.05703 -3.47363 2.57761 -0.2 0.2 -0.2
C 2.25092 4.30326 1.91222 -1.9 -0.3 -0.1
C -2.72516 -2.11856 -4.75385 0.0 -0.3 0.2
C 3.30493 -6.22025 0.64326 -0.1 -0.1 0.6
C -2.99038 -0.85099 -2.74019 -0.3 -0.1 0.4
H 4.59307 1.77646 3.36154 -1.1 -0.4 -0.6
H 2.14313 4.54273 4.82435 -1.5 0.1 -0.5
H 3.54118 1.19675 0.54935 -0.1 1.2 0.9
H -2.09760 -1.27728 -5.06319 -0.1 0.0 0.0
H -3.40810 4.12286 1.39846 0.3 -1.5 -0.4
H 2.78407 1.26513 3.33900 1.3 0.1 -0.7
H 5.56544 -2.60009 2.15679 0.0 0.0 0.1
H 2.98593 -7.22067 0.94977 0.0 0.0 0.0
H 1.66335 -3.50636 2.75347 0.1 0.0 -0.1
H 2.91951 -4.01715 -0.92549 0.1 0.0 -0.2
H -5.92146 0.17697 -7.98170 -0.1 0.0 0.1
H 3.24610 -5.41403 2.61572 -0.1 -0.2 0.1
H -5.67600 -0.97859 -6.63465 -0.2 0.0 0.0
H 4.54948 3.78129 0.29302 0.8 -1.0 0.6
H 2.02729 5.11230 1.12965 0.7 -1.1 1.1
H 2.21372 -2.67679 1.26005 -0.1 -0.2 -0.1
H 4.52229 -2.44666 4.36749 0.0 0.0 0.0
H 2.52628 -5.55598 -1.75472 0.1 0.1 0.0
H 4.07824 0.23162 2.53586 -0.5 1.3 0.5
H -5.57348 1.65125 -6.29202 0.1 -0.2 0.0
H 1.16173 -1.84593 2.39966 0.1 0.0 0.1
H 3.44065 -3.77992 4.04466 -0.1 0.0 -0.2
H 4.77929 -6.21335 2.21001 0.0 0.1 0.0
H 5.63493 2.23448 0.47253 -0.7 1.1 0.5
H -4.37152 0.69408 -2.12672 0.1 0.0 -0.1
H -4.90010 -0.60398 -4.69609 0.0 0.1 0.0
H -2.19371 -0.20642 -3.12774 -0.1 0.0 -0.2
H -5.50108 2.60329 1.93128 1.0 -0.5 -0.8
H -5.26556 2.78072 0.12782 0.7 -0.5 1.3
H -4.80458 -1.18767 -8.16173 0.1 0.1 0.1
H 5.81456 -4.04177 3.12821 -0.1 0.0 0.0
H 3.91193 -3.72996 0.92700 0.1 -0.1 0.0
H -1.99929 2.81653 5.22243 0.8 1.0 -0.8
H -4.22134 2.20098 -4.20864 0.0 -0.1 0.0
H -3.96746 2.31699 -6.60465 0.0 0.0 0.0
H 1.80145 2.91956 0.14880 0.8 0.0 1.3
H 3.22717 4.49724 2.45649 -1.3 -0.2 -0.6
H 1.42790 2.20789 1.78151 1.0 0.8 -0.8
H -3.01881 1.00553 -4.73711 0.1 0.2 -0.1
H 1.23306 -4.46453 -1.22733 0.0 -0.1 0.1
H 3.98916 -6.33732 -0.20492 -0.1 0.2 0.0
H -1.77796 1.53787 1.79986 -1.1 0.9 1.1
H -3.67442 -2.10337 -5.29276 0.1 0.1 -0.2
H -2.21168 -3.04340 -5.02306 0.0 0.0 0.1
H -4.68090 1.23199 0.88729 -0.3 1.3 0.5
H -2.75049 -1.02015 -1.68588 0.0 0.0 0.0
H -5.10016 -0.88507 -2.37104 0.1 0.0 0.1
H 5.28780 3.31502 1.95117 -0.3 -0.3 -1.6
```
Positions in Å, forces in eV/Å.

Results
SMILES: CC(C)CCC1=CC(=O)C=C([C@@H](Br)[C@H](C)Br)C1=O.COCCNCCOC.COCCNCCOC
Kohn-Sham gap, eV: 7.73

***

No. 6
This record from the Open Molecules 2025 dataset describes C5H10N2O in the gas phase. The level of theory is ωB97M-V/def2-TZVPD.

XYZ file:
```
18
Properties=species:S:1:pos:R:3:forces:R:3
O -1.08524 -1.21429 -2.22457 0.5 0.3 0.1
N -0.28268 -0.14459 -1.69628 -0.9 0.0 -0.4
N 0.60605 0.44615 0.27078 2.0 0.3 1.9
C 0.07542 -0.48055 -0.52188 -0.8 -2.0 -0.9
C -0.05627 1.70928 0.47904 -1.5 1.0 -0.7
C -0.12177 -1.90135 -0.03553 0.5 0.4 -1.9
C 0.71239 0.21634 1.75358 1.9 1.1 -0.4
C 0.38955 1.71225 1.92395 0.3 -0.7 -0.6
H -1.17191 -2.08783 0.18680 0.2 -0.3 -0.2
H 0.50645 -2.10029 0.77120 0.8 -0.3 1.7
H -1.01371 -1.05670 -3.16024 -0.1 0.1 -0.6
H 1.26330 2.29482 2.13803 0.6 0.2 -0.2
H -0.30151 1.93107 2.65553 -1.8 0.6 1.4
H -1.16946 1.51557 0.39926 0.9 0.6 -0.1
H 1.73460 0.09351 2.22301 -1.0 -0.9 -1.0
H 0.01064 -0.55719 1.99748 -0.4 0.0 1.0
H 0.25147 2.54686 -0.17544 -0.3 -0.5 0.3
H 0.31249 -2.51226 -0.85543 -1.0 0.0 0.5
```
Positions in Å, forces in eV/Å.

Results
SMILES: C/C(=N\O)N1CCC1
Relative energy (zero: lowest compared OMol25 entry of this formula, charge and spin), kcal/mol: 83.54
Kohn-Sham gap, eV: 9.13